No. 1
The following is a quantum chemistry calculation of a structure of composition C42H46HfN5O4P2Te4, from the OMol25 dataset.

Positions of all 104 atoms, in Å:
Hf -1.255 1.012 1.015
C -4.203 -1.417 3.590
C -3.062 -0.610 4.093
N -2.106 0.002 3.405
C -1.291 0.601 4.344
C -1.754 0.352 5.602
N -2.870 -0.409 5.415
C -1.350 0.691 6.998
O -0.260 1.411 7.154
O -2.020 0.271 7.906
C -0.148 1.416 3.903
O 0.569 2.014 4.687
O 0.010 1.427 2.611
H -4.098 -1.590 2.524
H -5.142 -0.890 3.762
H -4.244 -2.375 4.109
H -3.426 -0.758 6.185
H 0.153 1.649 6.283
C 0.623 1.152 -2.692
N 1.520 0.067 -2.330
C 2.460 0.461 -1.301
P 1.698 1.186 0.246
C 2.586 0.261 1.553
C 2.874 0.888 2.769
C 3.482 0.187 3.797
C 3.811 -1.153 3.634
C 3.517 -1.790 2.440
C 2.902 -1.091 1.407
C 2.503 2.827 0.231
C 3.819 3.016 0.652
C 4.432 4.250 0.501
C 3.748 5.307 -0.082
C 2.447 5.124 -0.524
C 1.833 3.891 -0.367
C 2.049 -0.714 -3.397
C 3.350 -1.220 -3.362
C 3.827 -2.022 -4.392
C 3.034 -2.326 -5.484
C 1.747 -1.810 -5.534
C 1.257 -1.019 -4.509
P -1.061 0.946 -1.932
C -1.954 2.355 -2.677
C -3.348 2.424 -2.620
C -4.019 3.549 -3.066
C -3.313 4.632 -3.574
C -1.932 4.571 -3.649
C -1.256 3.440 -3.207
C -1.654 -0.513 -2.854
C -1.124 -1.758 -2.521
C -1.487 -2.891 -3.233
C -2.383 -2.793 -4.288
C -2.901 -1.554 -4.636
C -2.537 -0.417 -3.929
H 0.498 1.218 -3.773
H 1.050 2.105 -2.368
H 3.177 1.208 -1.670
H 3.033 -0.402 -0.984
H 2.618 1.927 2.919
H 3.696 0.693 4.729
H 4.295 -1.696 4.435
H 3.762 -2.835 2.305
H 2.658 -1.627 0.497
H 4.376 2.202 1.094
H 5.451 4.384 0.838
H 4.230 6.269 -0.195
H 1.906 5.940 -0.985
H 0.817 3.763 -0.721
H 4.025 -0.989 -2.552
H 4.841 -2.397 -4.335
H 3.412 -2.945 -6.285
H 1.106 -2.028 -6.378
H 0.240 -0.663 -4.578
H -3.912 1.597 -2.211
H -5.099 3.583 -3.010
H -3.838 5.514 -3.914
H -1.370 5.402 -4.056
H -0.178 3.433 -3.285
H -0.381 -1.837 -1.739
H -1.054 -3.849 -2.976
H -2.667 -3.676 -4.845
H -3.589 -1.467 -5.467
H -2.939 0.541 -4.227
Te -3.668 -0.239 0.031
Te -5.199 1.602 1.334
Te -3.100 2.966 2.392
Te -1.640 3.776 0.325
C 0.744 -3.903 1.914
C -0.596 -3.624 1.249
C -1.728 -3.679 2.278
C -0.859 -4.641 0.143
N -0.534 -2.319 0.546
N -0.385 -1.182 1.404
H 0.729 -4.888 2.380
H 0.973 -3.176 2.698
H 1.547 -3.881 1.176
H -1.803 -4.684 2.695
H -2.685 -3.432 1.813
H -1.562 -3.004 3.123
H -0.910 -5.647 0.559
H -0.060 -4.611 -0.598
H -1.808 -4.437 -0.358
H -1.418 -2.192 0.060
H 0.607 -1.097 1.624
H -0.868 -1.335 2.292

Atoms 1-6, force components in eV/Å:
0.454 0.006 0.171
-0.001 -0.006 0.006
-0.007 -0.014 -0.011
-0.017 0.022 -0.006
0.015 -0.019 0.008
-0.033 0.060 0.004

## Properties
**Total charge**: +1
**E_HOMO**: -9.99 eV
**Energy above the lowest of the compared OMol25 structures with the same formula, charge and spin**: 0.0 kJ/mol
**LUMO energy**: -3.281 eV
**Spin multiplicity**: 1

These are the Löwdin partial charges, in e, on atoms 1 to 6: 0.684, -0.043, -0.346, 0.031, -0.180, -0.055

No. 2
The following is a quantum chemistry calculation of a cluster of 14 separate species, C37H102O19 in total at a distorted geometry, from the OMol25 dataset.

Positions of all 158 atoms, in Å:
C 4.597 -1.008 -1.754
C 4.389 -0.539 -3.180
C 3.034 -0.903 -3.792
O 4.565 0.818 -3.318
H 4.193 -0.283 -1.047
H 5.654 -1.195 -1.569
H 4.042 -1.916 -1.519
H 5.208 -0.899 -3.803
H 2.296 -0.665 -3.026
H 2.997 -1.981 -3.949
H 2.794 -0.349 -4.699
H 5.205 1.089 -2.657
C 3.776 3.517 2.101
C 5.195 3.952 1.689
C 5.336 5.430 1.187
O 6.188 3.729 2.647
H 3.608 3.896 3.109
H 3.592 2.442 2.085
H 2.954 4.075 1.653
H 5.443 3.340 0.822
H 5.182 6.139 2.001
H 4.661 5.608 0.350
H 6.295 5.622 0.705
H 6.974 4.058 2.206
C -4.272 0.588 -1.150
C -4.982 0.602 0.220
C -3.968 0.643 1.392
O -5.843 1.772 0.357
H -3.672 1.479 -1.333
H -4.928 0.666 -2.017
H -3.597 -0.243 -1.357
H -5.538 -0.325 0.365
H -4.511 0.671 2.337
H -3.409 1.577 1.324
H -3.254 -0.180 1.385
H -6.515 1.682 -0.322
C 3.947 -1.009 5.762
C 3.405 0.429 5.786
C 4.417 1.291 5.069
O 2.255 0.601 5.035
H 4.836 -1.111 6.385
H 4.242 -1.399 4.788
H 3.210 -1.675 6.210
H 3.417 0.884 6.776
H 4.075 2.260 4.705
H 4.830 0.814 4.180
H 5.328 1.439 5.648
H 2.458 0.423 4.113
C 1.036 4.280 -2.921
C 2.356 3.526 -2.868
C 2.752 3.180 -1.465
O 2.385 2.469 -3.820
H 0.785 4.453 -3.967
H 1.190 5.273 -2.499
H 0.190 3.716 -2.528
H 3.116 4.190 -3.278
H 2.317 2.281 -1.029
H 2.476 3.971 -0.767
H 3.826 3.017 -1.374
H 3.214 1.997 -3.717
C -0.436 2.004 4.006
C -0.613 3.354 3.413
C -1.456 3.429 2.155
O -1.251 4.100 4.411
H 0.076 2.023 4.968
H 0.121 1.302 3.385
H -1.435 1.579 4.098
H 0.312 3.887 3.195
H -1.036 2.993 1.249
H -1.594 4.486 1.929
H -2.408 2.954 2.391
H -2.076 3.713 4.715
C -4.066 -2.746 -2.760
C -4.556 -3.766 -1.796
C -3.702 -5.031 -1.758
O -4.394 -3.257 -0.457
H -3.053 -2.425 -2.517
H -4.652 -1.830 -2.839
H -3.936 -3.091 -3.785
H -5.623 -3.869 -1.993
H -3.996 -5.720 -0.967
H -2.652 -4.893 -1.498
H -3.698 -5.547 -2.718
H -3.477 -2.979 -0.398
C -3.079 -4.036 2.092
C -3.311 -3.838 3.625
C -3.360 -5.206 4.280
O -2.105 -3.209 4.045
H -2.116 -4.449 1.793
H -2.997 -3.068 1.597
H -3.850 -4.535 1.505
H -4.253 -3.294 3.711
H -3.439 -5.104 5.362
H -2.490 -5.813 4.032
H -4.215 -5.765 3.901
H -2.152 -3.049 4.990
C -2.889 5.162 -1.236
C -3.317 4.831 -2.679
C -4.631 5.530 -3.048
O -2.279 5.173 -3.559
H -1.902 4.714 -1.123
H -3.565 4.683 -0.528
H -2.911 6.238 -1.061
H -3.437 3.753 -2.787
H -4.459 6.596 -2.905
H -5.486 5.160 -2.482
H -4.872 5.462 -4.108
H -2.532 4.881 -4.437
C 0.738 -1.972 3.008
C 2.069 -1.668 2.174
O 2.381 -0.336 2.121
O -0.438 -1.606 2.304
H 0.800 -1.502 3.989
H 0.847 -3.031 3.245
H 2.085 -2.042 1.150
H 2.860 -2.157 2.743
H 1.681 0.138 1.665
H -1.158 -1.911 2.862
C -0.523 0.627 -0.680
C -0.722 -0.840 -1.229
O -1.524 -1.646 -0.386
O 0.114 0.572 0.600
H -1.478 1.142 -0.583
H 0.084 1.253 -1.334
H 0.262 -1.299 -1.326
H -1.112 -0.824 -2.246
H -1.058 -1.705 0.451
H -0.411 0.059 1.218
C -0.567 -4.437 -3.683
C 0.065 -3.121 -4.246
O -0.825 -2.699 -5.269
O -0.123 -5.637 -4.412
H -1.652 -4.399 -3.583
H -0.270 -4.627 -2.652
H 1.041 -3.454 -4.597
H 0.243 -2.443 -3.410
H -0.874 -3.429 -5.891
H 0.814 -5.744 -4.236
C -1.102 1.831 -4.645
C -2.363 0.907 -4.488
O -2.408 -0.280 -5.249
O -0.023 1.215 -3.988
H -1.230 2.840 -4.251
H -0.881 1.806 -5.713
H -3.185 1.613 -4.613
H -2.324 0.549 -3.459
H -1.680 -0.875 -5.055
H 0.740 1.791 -4.076
C 2.288 -5.595 2.443
C 2.066 -5.007 1.002
O 3.302 -4.996 0.328
O 3.046 -4.762 3.245
H 2.741 -6.586 2.429
H 1.272 -5.757 2.805
H 1.560 -4.044 0.936
H 1.474 -5.686 0.388
H 4.010 -4.897 0.969
H 2.849 -5.027 4.146

Atoms 1-6, force components in eV/Å:
-0.374 -0.254 0.206
0.106 -1.733 -1.194
0.330 -0.143 0.998
-0.006 2.702 0.496
0.139 0.289 0.041
-0.033 0.117 0.224

## Properties
**E_HOMO**: -9.54 eV
**LUMO energy**: 0.202 eV
**Spin multiplicity**: 1

These are the Löwdin partial charges, in e, on atoms 1 to 6: -0.032, -0.509, -0.028, -0.056, 0.082, 0.083

Number 1: calculated total energy -108999.8447 eV, M 1435.7 g/mol. Number 2: calculated total energy -78921.0524 eV, M 851.2 g/mol.